Arrangement w

Molecular formula: C3H4N2OS2
Method: DFT, ωB97M-V/def2-TZVPD

Its total charge is 0. The SMILES is O/N=C/C(=S)NC=S. The HOMO energy is -8.13 eV. The value obtained for the gap between HOMO and LUMO is 7.14 eV.

Each line ends with the Löwdin charge.
Positions of all 12 atoms, in Å:
C: 0.32520 -1.67038 -0.66757  -0.16
C: 0.38966 -0.29361 -0.06954  -0.79
C: -1.20615 1.57187 0.35875  -0.71
H: -1.63820 -3.61537 -1.76517  0.12
H: 1.29891 -2.20070 -0.67545  0.12
H: -1.55234 -0.23828 -0.51250  0.11
H: -2.29463 1.70894 0.19021  0.07
N: -0.78491 -2.15696 -1.07657  -0.04
N: -0.82642 0.33095 -0.11047  -0.05
O: -0.68633 -3.40012 -1.60615  -0.03
S: 1.82976 0.20950 0.52955  0.71
S: -0.33577 2.70808 1.10743  0.65

---

Arrangement x

Molecular formula: C3H4N2OS2
Method: DFT, ωB97M-V/def2-TZVPD

Its total charge is 0. The SMILES is O=CN(C=S)NC=S. The HOMO energy is -9.23 eV. The value obtained for the gap between HOMO and LUMO is 8.68 eV.

Each line ends with the Löwdin charge.
Positions of all 12 atoms, in Å:
C: 0.09714 0.35954 1.81390  -0.70
C: 0.39937 -1.44028 -0.75518  -0.27
C: -0.10933 0.85447 -1.41749  -0.63
H: -0.50523 0.67832 2.68933  0.08
H: -1.62879 0.41163 0.73156  0.13
H: 0.27512 -2.10707 0.09956  0.14
H: 0.38897 0.52118 -2.30200  0.07
N: -0.69406 0.03720 0.74857  -0.07
N: -0.14992 -0.17139 -0.49660  -0.17
O: 0.93655 -1.71960 -1.79468  0.08
S: 1.71693 0.24098 1.89240  0.65
S: -0.72676 2.33502 -1.20937  0.69

---

The most stable of them is arrangement x.